{"formula": "C6H14NO3P", "method": "ωB97M-V/def2-TZVPD", "species": ["C", "C", "C", "N", "C", "P", "O", "O", "C", "C", "O", "H", "H", "H", "H", "H", "H", "H", "H", "H", "H", "H", "H", "H", "H"], "xyz": [[2.872, 0.033, -0.099], [1.358, 0.071, -0.257], [0.758, 1.442, 0.043], [0.459, -0.989, 0.347], [0.831, -2.276, -0.095], [-1.573, -0.770, -0.189], [-1.495, -1.373, -1.500], [-2.004, -1.388, 1.088], [-2.410, 0.961, -0.459], [-3.031, 1.594, 0.727], [-3.647, 0.622, -0.110], [3.380, -0.881, -0.459], [3.261, 0.789, -0.675], [3.081, 0.201, 1.000], [1.230, -0.123, -1.362], [1.748, 2.104, 0.146], [0.075, 1.530, 0.893], [0.215, 1.761, -0.943], [0.586, -0.808, 1.424], [0.315, -2.929, 0.459], [0.705, -2.491, -1.183], [1.842, -2.482, 0.125], [-2.235, 1.580, -1.278], [-2.951, 1.233, 1.737], [-3.370, 2.589, 0.618]], "forces_ev_per_a": [[-0.8, -2.4, 3.1], [-1.3, -0.8, -2.5], [2.0, 1.8, -2.2], [1.2, 4.1, 1.6], [1.5, -0.1, -2.2], [-0.2, 0.7, 2.0], [0.2, -0.7, -1.7], [0.0, 0.6, -0.5], [3.5, -1.8, 2.7], [0.3, -1.2, 0.1], [-3.9, 0.2, -0.2], [-0.5, 0.2, 0.4], [0.9, 2.0, -1.1], [0.4, -0.1, -1.1], [-0.2, 0.2, 0.9], [-2.7, -0.7, 0.1], [0.4, -0.1, 0.0], [0.8, -0.2, 2.1], [-0.8, -1.2, -2.5], [-2.3, -2.8, 1.7], [-0.4, 0.7, 0.9], [1.5, -0.1, 0.3], [0.4, 0.6, -1.7], [0.6, -0.1, 0.2], [-0.5, 0.9, -0.3]], "homo_energy_ev": -9.7597, "max_force_ha_per_bohr": 0.093, "e_above_lowest_kj_mol": 210.4, "smiles": "CC(C)[N@H+](C)[P@@](=O)([O-])[C@@H]1CO1", "spin_multiplicity": 1, "orbital_gap_ev": 10.33}